(1)
Here is C4H8NOPS2 as an isolated structure in a non-equilibrium geometry from OMol25. Energies are from ωB97M-V with the def2-TZVPD basis set.

Structure (ORCA input):
```
! wB97M-V def2-TZVPD RIJCOSX def2/J DEFGRID3
* xyz 0 1
C 0.33 -1.55 2.12
C -0.20 -1.37 -0.24
C -0.56 0.75 1.38
C 0.08 -0.61 0.98
N 0.01 1.66 -0.99
O 1.38 -1.00 1.39
P 0.04 1.57 -2.73
S -1.73 -0.58 -0.75
S -1.20 1.47 -0.16
H 0.13 -1.19 3.17
H 0.09 -2.66 1.83
H 0.57 -1.51 -0.92
H -0.61 -2.30 0.16
H -1.37 0.51 2.12
H 0.31 1.37 1.84
H 0.81 0.31 -2.60
H 1.16 2.26 -2.64
*
```

- relative energy (zero: lowest compared OMol25 entry of this formula, charge and spin) (kJ/mol) = 74.8
- E_LUMO (eV) = 0.24
- total energy (eV) = -38769.666

---

(2)
Here is C4H8NOS as an isolated structure in a non-equilibrium geometry from OMol25. Energies are from ωB97M-V with the def2-TZVPD basis set.

Structure (ORCA input):
```
! wB97M-V def2-TZVPD RIJCOSX def2/J DEFGRID3
* xyz -1 1
C 0.25 -1.19 -0.59
C 1.55 -0.43 1.38
S 0.71 -0.36 3.02
C -0.09 -0.38 -1.57
N -0.43 0.93 -1.01
C -1.40 0.96 0.05
O -0.26 -0.62 -2.79
H 0.79 -0.86 0.42
H 0.38 -2.24 -0.83
H 2.52 -0.89 1.25
H 1.65 0.59 0.95
H -0.70 1.67 -1.67
H -0.97 0.37 0.90
H -2.41 0.45 -0.05
H -1.60 1.99 0.54
*
```

- relative energy (zero: lowest compared OMol25 entry of this formula, charge and spin) (kJ/mol) = 469.6
- E_LUMO (eV) = 2.84
- total energy (eV) = -18647.344

---

(3)
Here is C4H8NS as an isolated structure in a non-equilibrium geometry from OMol25. Energies are from ωB97M-V with the def2-TZVPD basis set.

Structure (ORCA input):
```
! wB97M-V def2-TZVPD RIJCOSX def2/J DEFGRID3
* xyz 1 1
C -2.77 0.08 0.23
C 1.47 0.58 0.17
C 0.90 -0.75 0.80
C 1.09 0.16 -1.25
N -1.59 0.37 0.12
S -0.03 -1.17 -0.74
H -3.19 -0.85 0.04
H -3.46 0.76 0.72
H 0.98 1.52 0.56
H 2.49 0.73 0.25
H 1.54 -1.40 1.24
H 0.18 -0.81 1.59
H 0.66 1.02 -1.71
H 1.74 -0.26 -2.00
*
```

- relative energy (zero: lowest compared OMol25 entry of this formula, charge and spin) (kJ/mol) = 332.5
- E_LUMO (alpha / beta) (eV) = -6.62 / -5.92
- total energy (eV) = -16591.961

---

(4)
Here is a 2-piece molecular cluster, C4H8NS overall in a non-equilibrium geometry from OMol25. Energies are from ωB97M-V with the def2-TZVPD basis set.

Structure (ORCA input):
```
! wB97M-V def2-TZVPD RIJCOSX def2/J DEFGRID3
* xyz 1 1
C -0.65 -0.54 -1.70
C 0.37 0.33 -1.04
C -1.04 0.24 -0.49
C 0.75 -0.99 1.19
N 0.05 0.02 0.36
S 0.73 2.36 1.71
H -0.86 -0.35 -2.78
H -0.74 -1.56 -1.42
H 1.27 0.79 -1.48
H -1.85 0.89 -0.47
H 0.14 -1.89 1.40
H 1.59 -1.33 0.63
H 0.85 -0.50 2.16
H -0.61 2.54 1.92
*
```

- relative energy (zero: lowest compared OMol25 entry of this formula, charge and spin) (kJ/mol) = 617.2
- E_LUMO (alpha / beta) (eV) = -7.83 / -7.81
- total energy (eV) = -16589.009

---

(5)
Here is an isolated ion of composition C4H8NS and charge +1 in a non-equilibrium geometry from OMol25. Energies are from ωB97M-V with the def2-TZVPD basis set.

Structure (ORCA input):
```
! wB97M-V def2-TZVPD RIJCOSX def2/J DEFGRID3
* xyz 1 1
C -0.65 1.47 -0.75
N -1.11 0.14 -0.30
C -0.02 -0.88 -0.11
C 1.23 -0.50 0.05
C 2.45 -1.22 0.22
S 2.96 0.63 0.35
H 0.41 1.49 -0.48
H -0.83 1.90 -1.77
H -1.20 2.14 -0.02
H -1.81 -0.32 -1.06
H -1.59 0.25 0.59
H -0.18 -1.92 -0.31
H 2.96 -1.77 -0.65
H 2.58 -1.54 1.24
*
```

- relative energy (zero: lowest compared OMol25 entry of this formula, charge and spin) (kJ/mol) = 268.4
- E_LUMO (eV) = -4.31
- total energy (eV) = -16592.625
- SMILES = C[NH2+]/C=C1/CS1

---

(6)
Here is a 3-piece molecular cluster, C4H8O overall in a non-equilibrium geometry from OMol25. Energies are from ωB97M-V with the def2-TZVPD basis set.

Structure (ORCA input):
```
! wB97M-V def2-TZVPD RIJCOSX def2/J DEFGRID3
* xyz 0 1
O 2.20 -0.76 0.21
C 1.34 0.24 0.49
C 0.00 0.17 -0.15
C -1.32 0.80 0.09
C -1.18 -0.71 -0.02
H 1.62 -0.93 -1.13
H 1.75 1.26 0.42
H 0.91 0.12 1.52
H 0.81 -0.24 -1.70
H -1.53 1.25 1.06
H -1.78 1.33 -0.75
H -1.27 -1.32 0.88
H -1.55 -1.20 -0.92
*
```

- relative energy (zero: lowest compared OMol25 entry of this formula, charge and spin) (kJ/mol) = 573.5
- E_LUMO (eV) = -0.38
- total energy (eV) = -6319.224

---

(7)
Here is one molecule with the formula C4H8O from OMol25. Energies are from ωB97M-V with the def2-TZVPD basis set.

Structure (ORCA input):
```
! wB97M-V def2-TZVPD RIJCOSX def2/J DEFGRID3
* xyz 0 1
C -1.29 0.43 0.33
C 0.04 0.12 -0.40
C 0.49 -1.33 -0.28
C 1.07 1.08 0.17
O 2.03 0.74 0.81
H -1.93 -0.47 0.37
H -1.12 0.74 1.36
H -1.86 1.22 -0.16
H -0.09 0.38 -1.46
H 1.49 -1.45 -0.70
H -0.19 -1.99 -0.82
H 0.53 -1.65 0.77
H 0.86 2.15 -0.02
*
```

- relative energy (zero: lowest compared OMol25 entry of this formula, charge and spin) (kJ/mol) = 29.4
- E_LUMO (eV) = 1.00
- total energy (eV) = -6324.863
- SMILES = CC(C)C=O

---

(8)
Here is one molecule with the formula C4H8O in a non-equilibrium geometry from OMol25. Energies are from ωB97M-V with the def2-TZVPD basis set.

Structure (ORCA input):
```
! wB97M-V def2-TZVPD RIJCOSX def2/J DEFGRID3
* xyz 0 1
C -1.56 -0.11 -0.30
C -0.42 -0.85 0.41
C 1.02 -0.51 0.07
C 1.29 1.00 -0.01
O 1.76 -1.32 -0.31
H -2.57 -0.41 -0.02
H -1.24 1.02 -0.06
H -1.75 -0.16 -1.43
H -0.42 -1.90 0.12
H -0.51 -0.64 1.43
H 0.75 1.33 -0.56
H 2.50 1.19 -0.29
H 1.14 1.37 0.95
*
```

- relative energy (zero: lowest compared OMol25 entry of this formula, charge and spin) (kJ/mol) = 296.5
- E_LUMO (eV) = 0.95
- total energy (eV) = -6322.095
- SMILES = CCC(C)=O

---

(9)
Here is one molecule with the formula C4H8O in a non-equilibrium geometry from OMol25. Energies are from ωB97M-V with the def2-TZVPD basis set.

Structure (ORCA input):
```
! wB97M-V def2-TZVPD RIJCOSX def2/J DEFGRID3
* xyz 0 1
C 0.05 -1.68 0.64
C 0.09 -0.14 0.02
C 0.09 -0.07 -1.56
C 0.45 1.25 0.68
O -0.81 0.80 0.31
H 0.97 -2.41 0.54
H -0.76 -2.01 0.20
H -0.24 -1.27 1.62
H -0.53 -0.87 -1.93
H -0.20 1.03 -1.93
H 1.29 -0.08 -1.86
H 1.17 1.94 0.34
H 0.72 1.11 1.80
*
```

- relative energy (zero: lowest compared OMol25 entry of this formula, charge and spin) (kJ/mol) = 384.8
- E_LUMO (eV) = 1.01
- total energy (eV) = -6321.179
- SMILES = CC1(C)CO1

---

(10)
Here is one molecule with the formula C4H8O from OMol25. Energies are from ωB97M-V with the def2-TZVPD basis set.

Structure (ORCA input):
```
! wB97M-V def2-TZVPD RIJCOSX def2/J DEFGRID3
* xyz 0 1
C -1.49 0.74 -0.29
C -0.18 0.94 0.41
O 1.00 1.11 -0.37
C 0.92 -0.03 0.47
C 0.96 -1.37 -0.22
H -1.50 -0.14 -0.95
H -2.29 0.62 0.45
H -1.73 1.62 -0.90
H -0.23 1.65 1.24
H 1.56 0.03 1.36
H 0.53 -2.17 0.41
H 2.00 -1.64 -0.43
H 0.43 -1.35 -1.17
*
```

- relative energy (zero: lowest compared OMol25 entry of this formula, charge and spin) (kJ/mol) = 100.9
- E_LUMO (eV) = 1.17
- total energy (eV) = -6324.123
- SMILES = C[C@@H]1O[C@@H]1C

---

(11)
Here is one molecule with the formula C4H8O in a non-equilibrium geometry from OMol25. Energies are from ωB97M-V with the def2-TZVPD basis set.

Structure (ORCA input):
```
! wB97M-V def2-TZVPD RIJCOSX def2/J DEFGRID3
* xyz 0 1
C 1.78 -0.80 -0.84
C 0.62 0.06 -0.47
C -0.06 0.03 0.68
C -1.40 0.69 0.87
O -2.08 0.84 -0.39
H 1.43 -1.76 -1.21
H 2.32 -1.05 0.08
H 2.56 -0.25 -1.37
H 0.29 0.88 -1.11
H 0.43 -0.33 1.58
H -2.01 0.01 1.47
H -1.37 1.69 1.29
H -2.52 0.01 -0.56
*
```

- relative energy (zero: lowest compared OMol25 entry of this formula, charge and spin) (kJ/mol) = 142.2
- E_LUMO (eV) = 1.05
- total energy (eV) = -6323.694
- SMILES = C/C=C/CO

---

(12)
Here is a 2-piece molecular cluster, C4H8O overall in a non-equilibrium geometry from OMol25. Energies are from ωB97M-V with the def2-TZVPD basis set.

Structure (ORCA input):
```
! wB97M-V def2-TZVPD RIJCOSX def2/J DEFGRID3
* xyz 0 1
C -0.22 2.20 -0.70
C 0.71 1.43 -1.25
O 0.44 0.16 -1.76
H -0.04 3.24 -0.51
H -1.16 1.68 -0.50
H 1.73 1.75 -1.41
H 0.05 -0.30 -1.02
C -0.29 -2.45 1.63
C -0.53 -1.22 2.08
H 0.66 -2.55 1.09
H -1.03 -3.21 1.44
H -0.01 -0.32 1.78
H -1.43 -1.05 2.66
*
```

- relative energy (zero: lowest compared OMol25 entry of this formula, charge and spin) (kJ/mol) = 235.0
- E_LUMO (eV) = 1.00
- total energy (eV) = -6322.733
- SMILES = C=CO.C=C

---

(13)
Here is C4H8O as an isolated structure from OMol25. Energies are from ωB97M-V with the def2-TZVPD basis set.

Structure (ORCA input):
```
! wB97M-V def2-TZVPD RIJCOSX def2/J DEFGRID3
* xyz 0 1
C -1.29 0.90 0.64
C 0.14 -0.13 -0.68
C 0.69 -1.53 -0.58
C 0.65 0.79 0.27
O 1.22 0.45 1.31
H -1.69 0.06 1.19
H -1.00 1.67 1.39
H -1.96 1.36 -0.07
H -0.09 0.22 -1.69
H 1.78 -1.46 -0.76
H 0.29 -2.24 -1.31
H 0.61 -1.90 0.44
H 0.65 1.81 -0.16
*
```

- relative energy (zero: lowest compared OMol25 entry of this formula, charge and spin) (kJ/mol) = 327.5
- E_LUMO (eV) = 0.08
- total energy (eV) = -6321.774

---

(14)
Here is one molecule with the formula C4H8O in a non-equilibrium geometry from OMol25. Energies are from ωB97M-V with the def2-TZVPD basis set.

Structure (ORCA input):
```
! wB97M-V def2-TZVPD RIJCOSX def2/J DEFGRID3
* xyz 0 1
C 1.80 -0.70 -0.84
C 0.57 0.19 -0.55
C 0.12 0.32 0.71
C -1.29 0.77 0.82
O -2.20 0.53 -0.25
H 1.51 -1.64 -1.32
H 2.19 -0.96 0.13
H 2.42 -0.33 -1.67
H -0.10 0.18 -1.39
H 0.66 -0.16 1.50
H -1.58 0.28 1.77
H -1.43 1.80 1.15
H -2.66 -0.28 -0.07
*
```

- relative energy (zero: lowest compared OMol25 entry of this formula, charge and spin) (kJ/mol) = 181.0
- E_LUMO (eV) = 0.92
- total energy (eV) = -6323.292
- SMILES = C/C=C/CO

---

(15)
Here is C4H8O as an isolated structure in a non-equilibrium geometry from OMol25. Energies are from ωB97M-V with the def2-TZVPD basis set.

Structure (ORCA input):
```
! wB97M-V def2-TZVPD RIJCOSX def2/J DEFGRID3
* xyz 0 1
C 2.13 -1.10 0.04
C -0.28 0.87 -0.13
C -1.16 -0.10 -0.38
C -2.13 0.80 0.30
O -1.06 1.76 0.53
H 2.09 -0.49 -0.87
H 2.52 -0.45 0.82
H 2.86 -1.88 -0.24
H 0.72 1.17 -0.36
H -1.26 -0.97 -0.99
H 1.06 -1.41 0.41
H -2.52 0.44 1.25
H -2.89 1.29 -0.31
*
```

- relative energy (zero: lowest compared OMol25 entry of this formula, charge and spin) (kJ/mol) = 256.7
- E_LUMO (eV) = 1.06
- total energy (eV) = -6322.507

---

(16)
Here is one molecule with the formula C4H8O from OMol25. Energies are from ωB97M-V with the def2-TZVPD basis set.

Structure (ORCA input):
```
! wB97M-V def2-TZVPD RIJCOSX def2/J DEFGRID3
* xyz 0 1
C 1.61 0.20 -0.01
C 0.40 0.03 0.87
O -0.97 0.34 0.36
C -0.46 -1.18 0.84
C -1.38 0.17 -1.01
H 2.40 -0.41 0.43
H 1.96 1.24 -0.04
H 1.45 -0.16 -1.03
H 0.49 0.62 1.79
H -0.99 -1.20 1.81
H -0.57 -0.17 -1.65
H -2.16 -0.59 -1.01
H -1.79 1.13 -1.35
*
```

- relative energy (zero: lowest compared OMol25 entry of this formula, charge and spin) (kJ/mol) = 449.1
- E_LUMO (eV) = 1.04
- total energy (eV) = -6320.513

---

(17)
Here is a 2-piece molecular cluster, C4H8O overall in a non-equilibrium geometry from OMol25. Energies are from ωB97M-V with the def2-TZVPD basis set.

Structure (ORCA input):
```
! wB97M-V def2-TZVPD RIJCOSX def2/J DEFGRID3
* xyz 0 1
C 1.22 0.54 -0.72
C -0.13 -0.13 -0.87
C -0.61 -1.30 -0.06
C -1.24 -0.16 0.11
H 1.67 0.40 0.27
H 1.16 1.62 -0.92
H 1.92 0.12 -1.44
H -0.52 -0.05 -1.88
H -0.90 -2.32 -0.20
H -2.18 0.34 0.31
O -0.45 0.36 2.02
H -0.10 -0.47 1.64
H 0.16 1.05 1.74
*
```

- relative energy (zero: lowest compared OMol25 entry of this formula, charge and spin) (kJ/mol) = 361.1
- E_LUMO (eV) = 1.08
- total energy (eV) = -6321.425
- SMILES = CC1C=C1.O